(1)
Entry from OMol25: a single C24H32N4O4S molecule (ωB97M-V/def2-TZVPD).

ORCA input file:
```
! wB97M-V def2-TZVPD RIJCOSX def2/J DEFGRID3
* xyz 0 1
C 5.53818 5.10423 1.32320
C 5.65902 3.87371 0.47567
C 5.09650 2.67384 0.87610
C 5.20528 1.52776 0.09023
C 5.88619 1.59006 -1.11953
C 6.44876 2.78909 -1.51942
C 6.34108 3.92213 -0.73551
H 6.78637 4.85163 -1.05862
H 6.97986 2.83446 -2.45865
H 5.97426 0.70750 -1.72891
N 4.61365 0.35536 0.57309
C 4.66773 -0.91018 0.03948
O 5.18562 -1.20249 -1.01614
N 4.06844 -1.84657 0.83944
H 3.61093 -1.57768 1.69391
C 4.02045 -3.23384 0.45190
H 4.71816 -3.33126 -0.38360
H 4.37005 -3.85536 1.28348
C 2.62938 -3.70827 0.00518
C 1.62411 -3.74389 1.15810
H 1.97970 -4.40387 1.95154
C 0.26161 -4.23663 0.65289
N -0.22708 -3.37073 -0.39860
C -1.05253 -2.30789 -0.12173
C -0.97010 -1.09034 -0.82134
C -1.85432 -0.06270 -0.56993
C -2.83891 -0.21302 0.38792
C -2.94608 -1.39810 1.09274
C -2.07008 -2.43107 0.84188
H -2.19533 -3.35472 1.38388
H -3.72301 -1.49191 1.83548
S -3.97739 1.11960 0.67333
O -3.27217 2.36852 0.70856
O -4.81179 0.78664 1.79888
N -4.83148 1.08346 -0.78093
C -5.79944 0.00832 -0.86583
H -5.36795 -0.86819 -0.38111
C -7.12247 0.39505 -0.19575
H -7.88984 -0.35668 -0.38909
O -7.61935 1.60810 -0.72054
C -6.69563 2.65814 -0.52612
H -7.16205 3.55400 -0.93943
C -5.36961 2.35428 -1.22671
H -4.62637 3.11608 -0.99428
H -5.51955 2.29477 -2.30981
H -6.50700 2.79893 0.54865
H -6.95724 0.49165 0.88590
H -5.96571 -0.20780 -1.92676
H -1.78246 0.87547 -1.09624
H -0.19886 -0.93266 -1.55708
C 0.68781 -3.35380 -1.52053
H 0.26265 -2.77091 -2.33638
C 2.07043 -2.83513 -1.11899
H 2.74432 -2.84926 -1.97560
H 1.98766 -1.80324 -0.77288
H 0.78401 -4.38884 -1.86957
H -0.44314 -4.27358 1.48041
H 0.36575 -5.24815 0.24524
H 1.49500 -2.74169 1.57351
H 2.75053 -4.73022 -0.37274
H 4.16069 0.46116 1.46986
H 4.56378 2.62318 1.81730
H 6.52249 5.52353 1.52596
H 5.05121 4.88341 2.26966
H 4.95475 5.86330 0.80315
*
```

Output
Frontier orbital gap, hartree: 0.3110
E_LUMO, eV: 0.4
Energy, Eh: -1851.93262
HOMO level, eV: -8.1
SMILES string: Cc1cccc(NC(=O)NCC2CCN(c3ccc(S(=O)(=O)N4CCOCC4)cc3)CC2)c1
Energy above the lowest of the compared OMol25 structures with the same formula, charge and spin, kJ/mol: 160.1
Molecular weight, g/mol: 472.61

=====

(2)
Entry from OMol25: a molecular structure, C24H32N4OOs (ωB97M-V/def2-TZVPD).

ORCA input file:
```
! wB97M-V def2-TZVPD RIJCOSX def2/J DEFGRID3
* xyz 2 5
Os 0.03041 0.69415 0.35067
C 2.27512 -0.32423 -2.23032
C 0.83473 -0.07998 -2.82284
C 0.19080 1.30188 -2.69951
N -0.43325 1.62243 -1.41219
C -1.49131 2.50106 -1.33967
C -1.61144 3.60036 -2.20185
C -2.55775 4.64767 -2.24782
C -3.63352 4.85835 -1.44306
C -4.00514 4.04407 -0.35330
C -3.44118 2.92066 0.21350
C -2.38155 2.18509 -0.23036
N -1.96239 1.03944 0.39629
C -2.87626 0.31873 1.26995
C -2.33236 -1.09422 1.49870
C -1.15645 -1.07654 2.47560
N 0.07230 -0.47365 1.90752
C 1.29459 -0.80030 2.42007
C 1.48539 -1.50642 3.60436
C 2.64590 -1.75323 4.31108
C 3.93810 -1.57402 3.85571
C 4.37856 -1.32612 2.56608
C 3.65007 -0.80980 1.46419
C 2.35121 -0.35843 1.53901
N 1.87788 0.51108 0.62224
C 2.79625 1.28641 -0.19708
C 3.07989 0.85632 -1.67214
H 2.83380 -0.79609 -3.02668
H 2.15094 -1.17266 -1.53015
H 0.19447 -0.82839 -2.34409
H 0.87809 -0.37390 -3.88106
H -0.65967 1.28463 -3.45340
H 0.91360 2.08129 -2.91998
H -0.82809 3.57523 -2.98760
H -2.31944 5.42191 -2.96145
H -4.23431 5.75301 -1.55632
H -4.90971 4.36540 0.14618
H -3.85168 2.55130 1.17174
H -3.91025 0.22962 0.86156
H -2.97652 0.89021 2.18875
H -1.98471 -1.56325 0.56893
H -3.12286 -1.72180 1.96512
H -0.96704 -2.11638 2.72929
H -1.42687 -0.52363 3.40556
H 0.57401 -1.77514 4.11643
H 2.55680 -2.26626 5.31288
H 4.75263 -1.74605 4.56114
H 5.42307 -1.38699 2.42890
H 4.17627 -0.62939 0.51321
H 3.78956 1.42276 0.29183
H 2.34770 2.33051 -0.21570
H 4.15235 0.56758 -1.73618
H 3.02240 1.77780 -2.27322
C -0.37072 -4.37017 -0.54827
C -1.45186 -4.17735 -1.55960
O -1.69239 -2.72062 -1.74550
H -0.04851 -5.44730 -0.59844
H -0.75328 -4.22273 0.46160
H 0.50268 -3.71243 -0.67862
H -2.41498 -4.62487 -1.29303
H -1.14839 -4.68955 -2.50071
H -2.21568 -2.59704 -2.55800
*
```

Output
Frontier orbital gap (spin up / spin down), hartree: 0.2586 / 0.2146
E_LUMO (spin up / spin down), eV: -6.2 / -8.4
⟨S²⟩: 6.0588
Energy, Eh: -1317.96217
HOMO level (spin up / spin down), eV: -13.3 / -14.2
Energy above the lowest of the compared OMol25 structures with the same formula, charge and spin, kJ/mol: 154.0
Molecular weight, g/mol: 582.78

=====

(3)
Entry from OMol25: a molecular structure, C24H32N4OP2Yb (ωB97M-V/def2-TZVPD).

ORCA input file:
```
! wB97M-V def2-TZVPD RIJCOSX def2/J DEFGRID3
* xyz 1 2
C -1.95468 2.79622 -3.77262
C -1.61606 1.48982 -3.42948
C -0.23836 1.07249 -3.57396
C 0.71490 2.09894 -3.33201
C 0.34643 3.44013 -3.48792
C -0.96451 3.78670 -3.80694
C 1.99315 1.71859 -2.65158
C 2.37675 0.30789 -2.98921
C 1.34495 -0.62752 -3.28608
C 1.62542 -2.00150 -2.94525
C 2.94500 -2.43049 -2.86721
C 3.99008 -1.50181 -2.82878
C 3.69123 -0.13960 -2.82600
H -3.00897 3.04542 -3.90185
H 1.10374 4.21073 -3.34670
H -1.24497 4.81658 -4.02371
H 2.80143 2.42772 -2.88622
H 3.14664 -3.49964 -2.76852
H 5.01540 -1.86357 -2.76421
H 4.48408 0.59295 -2.67740
N 0.09929 -0.24529 -3.70165
Yb 1.07225 1.65341 0.60373
C -2.53160 0.59559 -2.64976
H -2.48235 -0.42905 -3.04981
H -3.55770 0.98362 -2.65115
C 0.48824 -2.89550 -2.49958
H -0.43833 -2.61165 -3.01656
H 0.73311 -3.95731 -2.64117
P -1.90565 0.51356 -0.86394
P 0.23976 -2.63897 -0.71083
C 1.59500 -3.25514 0.28352
H 1.42177 -2.98893 1.33784
H 1.63914 -4.35100 0.20374
H 2.55447 -2.82948 -0.03726
C -1.29185 -3.37188 -0.17345
H -1.38294 -4.36383 -0.63834
H -1.27322 -3.48887 0.91866
H -2.14824 -2.75022 -0.46628
C -2.04953 2.27016 -0.30553
H -2.90948 2.72629 -0.81610
H -2.24331 2.30928 0.77836
H -1.16762 2.89039 -0.53616
C -3.50698 -0.04640 -0.16064
H -3.51620 0.09393 0.92714
H -4.31870 0.54548 -0.60844
H -3.66516 -1.10755 -0.39260
H 1.83032 1.80953 -1.42388
H 0.15268 -1.21560 -0.55692
C 0.74514 4.19968 4.37008
N 0.14403 2.90445 4.05897
C -0.43892 2.10228 5.01010
C -0.98404 0.90346 4.64055
C -0.86708 0.49359 3.31061
N -0.19933 1.25185 2.39960
C 0.18917 2.50814 2.78637
O 0.68294 3.29974 1.88558
N -1.39221 -0.66467 2.85238
H 0.61294 4.40031 5.43106
H 0.27966 5.00210 3.78485
H 1.81792 4.19445 4.13286
H -0.42172 2.51260 6.01260
H -1.49370 0.25832 5.35018
H -1.96080 -1.22613 3.47154
H -1.39488 -0.88958 1.86493
*
```

Output
Frontier orbital gap (spin up / spin down), hartree: 0.1553 / 0.1840
E_LUMO (spin up / spin down), eV: -3.4 / -3.7
⟨S²⟩: 0.7669
Energy, Eh: -3069.11530
HOMO level (spin up / spin down), eV: -7.7 / -8.7
Energy above the lowest of the compared OMol25 structures with the same formula, charge and spin, kJ/mol: 0.0
Molecular weight, g/mol: 627.53

=====

(4)
Entry from OMol25: a gas-phase ion, C24H32NO3 (charge +1) (ωB97M-V/def2-TZVPD).

ORCA input file:
```
! wB97M-V def2-TZVPD RIJCOSX def2/J DEFGRID3
* xyz 1 1
C 0.36479 -1.15945 2.32067
H 1.38383 -1.52728 2.40787
H 0.38578 -0.07304 2.28596
H -0.18414 -1.45308 3.20991
C -0.30013 -1.77098 1.08387
C -0.46176 -3.27469 1.32468
H -0.98084 -3.76711 0.50839
H 0.51728 -3.73363 1.44097
H -1.02918 -3.44057 2.23564
O 0.61898 -1.53985 -0.00525
C 0.20657 -2.07372 -1.26031
H 0.81138 -1.54309 -1.99971
H 0.47973 -3.13229 -1.31001
C -1.29267 -1.89385 -1.53192
H -1.44560 -1.71643 -2.59647
H -1.82715 -2.81053 -1.28246
C -1.89676 -0.74591 -0.70406
C -1.65808 -1.09008 0.78154
H -2.43786 -1.78991 1.07931
H -1.78729 -0.20558 1.40359
C -1.33195 0.61733 -1.20967
C -0.53136 1.51335 -0.27132
H -0.52980 2.53115 -0.66896
H -0.99523 1.54708 0.71449
N 0.87664 1.06709 -0.12908
H 0.85896 -0.01461 -0.06305
H 1.28433 1.42673 0.73762
C 1.79062 1.46845 -1.23217
C 3.18685 1.01795 -0.90193
C 3.72527 -0.11680 -1.48432
C 5.00648 -0.56560 -1.17039
C 5.71757 0.16245 -0.24765
C 5.17685 1.30984 0.35125
C 3.91672 1.75374 0.04383
H 3.52596 2.65126 0.49572
O 6.07835 1.83415 1.21902
C 7.22584 1.00712 1.14166
O 6.96625 -0.04593 0.23309
H 8.08412 1.59805 0.78861
H 7.44940 0.59241 2.13529
H 5.42698 -1.44170 -1.63219
H 3.15308 -0.66679 -2.21471
H 1.75257 2.55594 -1.33770
H 1.44726 1.01450 -2.16112
H -0.73938 0.43970 -2.10761
H -2.18479 1.22030 -1.52006
C -3.42779 -0.74323 -0.97299
C -4.17698 0.37031 -0.28952
C -4.55947 0.27297 1.04382
C -5.23405 1.30855 1.66577
C -5.54671 2.45929 0.96249
C -5.19869 2.55763 -0.37302
C -4.52329 1.52006 -0.99226
H -4.29500 1.59711 -2.04715
H -5.46316 3.43795 -0.93897
H -6.07682 3.26464 1.44665
H -5.52687 1.21104 2.70025
H -4.35345 -0.62858 1.60093
H -3.57988 -0.66248 -2.05132
H -3.84233 -1.70139 -0.65556
*
```

Output
Frontier orbital gap, hartree: 0.3235
E_LUMO, eV: -2.2
Energy, Eh: -1213.97724
HOMO level, eV: -11.0
SMILES string: CC1(C)C[C@](CC[NH2+]Cc2ccc3c(c2)OCO3)(Cc2ccccc2)CCO1
Energy above the lowest of the compared OMol25 structures with the same formula, charge and spin, kJ/mol: 42.5
Molecular weight, g/mol: 382.52

=====

Number 3 is which compound? C24H32N4OP2Yb

=====

energy of number 1 (C24H32N4O4S)? -1851.93262 Eh

=====

Number 3 is which compound? C24H32N4OP2Yb

=====

Which of these has the lowest molecular weight? C24H32NO3